Version a
Here is a structure of composition C7H14N2 from the Open Molecules 2025 dataset. Energies are from ωB97M-V/def2-TZVPD.

Each line ends with the Löwdin charge.
CARTESIAN COORDINATES (ANGSTROEM)
C: -1.00407 0.04566 0.07183  -0.37
C: -0.20089 1.82321 0.39389  -0.05
C: -2.01915 -0.47625 1.07108  -0.07
C: -1.63752 0.30302 -1.28676  -0.08
C: 2.80090 -0.27879 -0.29475  -0.04
N: 1.12583 1.49397 0.07131  -0.04
C: 0.26886 -0.66268 0.00984  -0.30
C: 1.37380 0.14016 -0.13452  -0.29
N: 0.33427 -2.02628 0.33041  0.10
H: 1.85295 1.97529 0.58904  0.12
H: -0.33159 -2.59984 -0.17126  0.09
H: 1.25964 -2.42624 0.34980  0.07
H: -0.30964 2.29497 1.37014  0.09
H: -0.76627 2.30505 -0.39158  0.07
H: -2.81837 0.25315 1.21110  0.08
H: -2.49893 -1.39419 0.71769  0.08
H: -1.54604 -0.70520 2.02380  0.08
H: -2.45026 1.02919 -1.21543  0.08
H: -2.05833 -0.62414 -1.68912  0.08
H: -0.90428 0.68768 -1.99438  0.08
H: 2.87037 -1.33683 -0.53488  0.06
H: 3.38221 -0.09195 0.61362  0.08
H: 3.27652 0.27103 -1.11088  0.08

The HOMO energy is -6.70 eV. The LUMO energy comes out at 1.0 eV. As for the frontier orbital gap: 0.281 Ha.

=====

Version b
Here is a cluster of 2 separate species, C7H14N2 in total from the Open Molecules 2025 dataset. Energies are from ωB97M-V/def2-TZVPD.

Each line ends with the Löwdin charge.
CARTESIAN COORDINATES (ANGSTROEM)
C: 0.80652 2.82768 0.07801  -0.08
C: -1.97278 1.17442 1.56729  -0.18
C: -0.53330 2.35506 0.43192  -0.39
C: -1.77305 2.65250 -0.12986  -0.05
N: -0.63944 1.37946 1.46178  0.09
N: -2.69719 2.00883 0.71795  0.02
H: -2.54392 0.71422 2.33416  0.10
H: -3.66264 1.79088 0.57286  0.13
H: -2.12261 3.26784 -0.93822  0.10
H: 1.12287 3.62134 0.82311  0.09
H: 0.65090 3.51611 -0.92353  0.12
H: 1.62682 2.15546 -0.20993  0.06
C: 0.62300 -2.26009 -0.24818  -0.35
C: 1.95897 -1.54849 -0.65525  -0.13
C: 0.45688 -3.68021 -0.64247  -0.16
H: 0.54027 -2.17829 0.88327  0.11
H: -0.25981 -1.68745 -0.70395  0.11
H: 2.82376 -2.24043 -0.74692  0.06
H: 2.28623 -0.89535 0.21768  0.07
H: -0.18859 -4.12553 0.13267  0.08
H: 0.04167 -3.84175 -1.63756  0.06
H: 1.96154 -0.92958 -1.58235  0.07
H: 1.49392 -4.07664 -0.80248  0.08

The HOMO energy is -8.65 eV. The LUMO energy comes out at 0.9 eV. Its structure (SMILES) is Cc1c[nH]cn1.CCC. As for the frontier orbital gap: 0.350 Ha.

=====

In terms of stability, version b leads; the second structure lies 24.8 kJ/mol higher.